--- P ---
16
Properties=species:S:1:pos:R:3:lowdin_charge:R:1 method="wB97M-V/def2-TZVPD" smiles="Cc1c[nH]nc(N)c1=S" orbital_gap_ev=7.9 lumo_energy_ha=0.00860 e_homo_ev=-7.6214
S -0.8620 -1.8710 1.4152 0.6678
N 1.8649 -1.9943 0.4369 0.0834
N 1.1817 1.0294 -1.1419 -0.0414
N 1.8670 -0.0162 -0.7644 0.0944
C -0.0732 1.3018 -0.8066 -0.0544
C 1.2487 -0.8939 -0.0352 -0.4184
C -0.7646 0.4807 0.0615 -0.2560
C -0.1228 -0.7216 0.4911 -0.6813
C -2.2358 0.7965 0.4707 -0.0491
H 1.7041 1.6997 -1.6959 0.1558
H -2.5786 0.2847 1.3996 0.0694
H 1.3517 -2.7940 0.7824 0.0361
H -2.7676 0.5573 -0.3549 0.0421
H -0.3830 2.3932 -1.0789 0.1693
H -2.3462 1.8094 0.5825 0.0381
H 2.9159 -2.0616 0.2380 0.1442

***

--- Q ---
16
Properties=species:S:1:pos:R:3:lowdin_charge:R:1 method="wB97M-V/def2-TZVPD" smiles="S=c1[nH]cc[nH]1.C=C=N" orbital_gap_ev=8.1 lumo_energy_ha=0.02209 e_homo_ev=-7.5097
S 0.5610 -1.6239 0.3072 0.5561
N -0.9782 0.6557 0.2585 0.0591
N -2.1215 -1.2589 0.1453 0.0585
N 3.4298 -0.4613 1.0459 0.1409
C -2.9955 -0.2198 0.0220 -0.0908
C -2.2982 0.9501 0.0699 -0.0892
C 2.7803 0.8128 -1.0207 -0.0762
C -0.8534 -0.6964 0.2997 -0.8196
C 3.0795 0.2253 0.1280 -0.3705
H 3.0012 0.3315 -2.0019 0.0581
H -2.5178 1.9428 -0.0003 0.0843
H 3.0160 -1.1659 1.6164 0.0333
H 2.4421 1.8964 -1.1272 0.0577
H -0.2627 1.2996 0.6410 0.1767
H -2.3188 -2.1452 -0.2111 0.1240
H -3.9636 -0.5428 -0.1728 0.0977

***

How far above the most stable structure does each one sit? In kcal/mol: P 0.0; Q 27.4.

***

--- P ---
11
Properties=species:S:1:pos:R:3:lowdin_charge:R:1 method="wB97M-V/def2-TZVPD" total_charge=+1 orbital_gap_ev="8.1 / 8.1" lumo_energy_ha="-0.25414 / -0.25409" e_homo_ev="-14.9870 / -14.9865"
O -0.0256 1.1234 1.0916 -0.0444
N -0.3106 -0.1900 -0.9597 0.0257
C 0.0316 -1.2450 1.1622 0.3783
C -0.1552 -1.3375 -0.1903 -0.1093
C 0.2914 1.1207 -0.4239 -0.0600
H -0.3511 -0.3128 -1.9560 0.1432
H -1.0040 1.0096 0.9658 0.1218
H 0.2879 -2.3561 -0.4453 0.1881
H -0.1674 -1.0156 2.1636 0.0866
H 1.4166 1.1518 -0.6025 0.1576
H -0.0135 2.0515 -0.8055 0.1124

***

--- Q ---
11
Properties=species:S:1:pos:R:3:lowdin_charge:R:1 method="wB97M-V/def2-TZVPD" smiles="C=[N+](C)C=O" total_charge=+1 orbital_gap_ev=11.1 lumo_energy_ha=-0.20551 e_homo_ev=-16.6583
O -0.3519 1.4286 -1.6966 0.2115
N 0.2094 -0.0755 0.0183 -0.1239
C 1.3058 -0.4701 -0.4471 0.2243
C -0.4392 0.0300 1.2724 0.0332
C -0.6225 0.4387 -1.0954 -0.1907
H -1.3966 -0.6907 1.1191 0.1829
H -0.9301 1.0090 1.4024 0.1320
H 1.3138 -0.4638 -1.5438 0.1433
H -1.4654 -0.1916 -1.1898 0.1502
H 2.1801 -0.7476 0.1098 0.1397
H 0.1968 -0.2670 2.0508 0.0976

***

How far above the most stable structure does each one sit? In kcal/mol: P 72.0; Q 0.0.

***

--- P ---
21
Properties=species:S:1:pos:R:3:lowdin_charge:R:1 method="wB97M-V/def2-TZVPD" s_squared=1.732 multiplicity=2 total_charge=+1 orbital_gap_ev="5.7 / 6.6" lumo_energy_ha="-0.30103 / -0.26052" e_homo_ev="-13.8753 / -13.6413"
S -1.7064 -0.7365 0.1480 0.8364
S 3.9686 -0.5580 0.5679 0.5785
O -4.3313 0.7761 1.0959 -0.0830
O -2.2045 2.7393 0.3185 -0.0621
N 1.4356 -0.1851 -1.3850 0.0959
C 0.7333 -1.1857 -2.1591 -0.0241
C 0.0377 -0.7263 0.6866 -0.5090
C 0.7619 0.3535 -0.1743 -0.2326
H 4.6126 0.5040 0.1449 -0.2381
H 0.1204 1.1833 -0.4827 0.1234
H 1.2551 -1.2967 -3.1062 0.1186
H 0.6248 -2.1202 -1.5480 0.1377
H -4.6849 0.0937 1.6788 0.0501
H -3.1603 2.6944 0.5239 0.0472
H 0.0562 -0.3310 1.7011 0.0893
H -3.4426 0.4292 0.9335 -0.1166
H 0.4668 -1.7288 0.6946 0.0781
H -1.9919 1.8718 0.0101 -0.0742
H 1.4943 0.7025 0.5533 0.0870
H 2.3744 -0.5271 -1.0389 0.0198
H -0.3081 -0.8861 -2.2602 0.0777

***

--- Q ---
21
Properties=species:S:1:pos:R:3:lowdin_charge:R:1 method="wB97M-V/def2-TZVPD" s_squared=0.755 multiplicity=2 total_charge=+1 orbital_gap_ev="9.7 / 5.4" lumo_energy_ha="-0.14174 / -0.29238" e_homo_ev="-13.5529 / -13.4033"
S 1.7556 0.2974 0.9716 0.6467
S 2.0512 1.4922 2.4468 0.5561
O 1.9133 -2.4955 -0.4590 -0.0645
O -0.0227 3.1254 -1.4524 -0.0399
N -1.9926 0.3244 0.7544 0.0472
C -0.9327 -0.9206 -1.2118 -0.0320
C -0.7754 -0.1311 0.0879 -0.5046
C 0.1377 -0.6178 1.2486 -0.3437
H -1.2829 -0.1705 -1.9195 0.0886
H -0.3328 -0.2567 2.1775 0.0942
H 0.5275 2.8920 -0.7030 0.0023
H 2.4862 -2.5427 -1.2295 0.0691
H 2.1213 2.7570 1.9235 -0.0866
H 0.0702 2.4249 -2.1101 0.0427
H -0.3801 0.9060 -0.1499 0.0914
H -2.6788 0.7379 0.1362 0.1000
H -1.6391 -1.7372 -1.0937 0.0920
H 0.9691 -2.6197 -0.4588 0.0092
H 0.4907 -1.6419 1.3365 0.0696
H -0.0517 -1.4395 -1.6244 0.0703
H -2.4340 -0.3841 1.3292 0.0921

***

How far above the most stable structure does each one sit? In kcal/mol: P 63.0; Q 0.0.

***

--- P ---
17
Properties=species:S:1:pos:R:3:lowdin_charge:R:1 method="wB97M-V/def2-TZVPD" smiles=C.O.O.O.O orbital_gap_ev=11.7 lumo_energy_ha=0.02070 e_homo_ev=-11.1329
O 1.2036 -0.7342 0.9671 -0.0546
O 2.4255 1.1026 -1.3099 -0.0552
O -0.4657 -0.6601 3.5479 -0.0725
O -0.3344 2.2830 1.2748 -0.0635
C -1.8046 -1.1971 -2.6040 -0.0519
H -1.5332 -1.3223 -1.5563 0.0065
H 0.1309 -0.7742 2.7930 -0.0091
H -1.9758 -0.1304 -2.7212 0.0122
H -2.7942 -1.6322 -2.7963 0.0174
H 3.3486 1.4007 -1.3209 0.0477
H 1.8198 -0.0028 0.8378 0.0290
H -0.9077 3.0053 1.5502 0.0319
H -0.9852 -1.6955 -3.1210 0.0168
H -0.9533 -1.4935 3.6015 0.0364
H 1.8029 1.7977 -1.5234 0.0385
H -0.6537 1.5355 1.7987 0.0211
H 1.6764 -1.4824 0.5822 0.0494

***

--- Q ---
17
Properties=species:S:1:pos:R:3:lowdin_charge:R:1 method="wB97M-V/def2-TZVPD" smiles=C.O.O.O.O orbital_gap_ev=11.8 lumo_energy_ha=0.00660 e_homo_ev=-11.6192
O -1.6708 -1.4618 0.4104 -0.0518
O -1.9875 1.2088 -1.8849 -0.0577
O -1.0542 2.8667 1.1227 -0.0624
O 2.1964 -0.3646 -2.3519 -0.0526
C 1.5602 -1.7157 1.4704 -0.0414
H -1.0980 3.6164 1.7288 0.0385
H -1.1439 1.1953 -1.4223 0.0155
H -2.1071 -0.6026 0.3672 0.0280
H 1.6285 -0.5694 -3.0973 0.0347
H 1.6620 -0.2237 -1.5644 0.0064
H 1.8264 -0.9831 0.7026 0.0030
H 0.6181 -1.3829 1.8937 0.0081
H 1.4274 -2.6978 1.0236 0.0268
H 2.3919 -1.7421 2.1676 0.0198
H -2.0600 2.1164 -2.1966 0.0404
H -1.3588 2.1406 1.6796 0.0325
H -0.8306 -1.4006 -0.0490 0.0122

***

How far above the most stable structure does each one sit? In kcal/mol: P 0.0; Q 6.1.